68
Properties=species:S:1:pos:R:3:forces:R:3:mulliken_spin:R:1 method="wB97M-V/def2-TZVPD" multiplicity=3 homo_ev="-0.18 / -1.83" orbital_gap_ev="3.946 / 5.603" charge=-2
Pd 0.002176 1.052591 1.600132 0.213 -0.982 0.591 0.03
Cl 0.600800 0.534827 -3.703074 -0.017 -0.044 -0.036 0.00
C 1.268260 -1.001033 -4.125182 0.038 -0.004 0.005 0.00
C 2.461029 -1.013335 -4.832033 -0.042 -0.002 0.027 0.00
C 3.126841 -2.201897 -5.078763 -0.017 0.036 -0.006 0.00
C 2.593134 -3.387039 -4.603321 -0.057 -0.033 0.044 0.00
C 1.385700 -3.368652 -3.931552 0.026 -0.018 -0.046 0.00
Cl 0.735008 -4.880820 -3.360794 0.004 -0.015 -0.001 0.00
C 0.660362 -2.190746 -3.683464 -0.006 -0.019 -0.059 0.00
N -0.532502 -2.249845 -3.002463 0.089 0.105 0.113 0.00
C -1.693133 -1.493197 -3.240721 -0.088 -0.088 -0.044 0.00
C -1.987754 -1.066162 -4.534293 0.004 0.007 0.039 0.00
C -3.134966 -0.336409 -4.789180 0.008 0.014 -0.030 0.00
C -4.018052 -0.057609 -3.756295 -0.016 0.010 0.001 0.00
C -3.742120 -0.520844 -2.480467 0.022 -0.002 0.028 0.00
C -2.585900 -1.241300 -2.191876 0.048 0.113 -0.095 0.00
C -2.327675 -1.661025 -0.774306 -0.014 -0.089 0.146 0.00
C -1.864546 -0.466454 0.098792 -0.065 -0.028 -0.132 0.00
O -2.721136 0.184036 0.686919 -0.101 -0.018 -0.112 0.00
O -0.602186 -0.291235 0.102625 -0.046 0.265 -0.023 -0.02
H 2.878160 -0.066812 -5.145649 0.006 0.016 -0.002 0.00
H 4.065369 -2.201315 -5.615434 0.015 0.004 -0.002 0.00
H 3.095827 -4.331898 -4.754494 0.004 -0.009 0.000 0.00
H -0.592716 -2.948601 -2.281806 0.007 0.018 -0.011 0.00
H -1.298444 -1.299688 -5.336666 0.014 0.000 -0.011 0.00
H -3.336112 0.013426 -5.794662 -0.003 -0.011 -0.003 0.00
H -4.913654 0.521968 -3.940455 -0.012 0.001 -0.007 0.00
H -4.410595 -0.297992 -1.657603 -0.001 0.012 0.006 0.00
H -1.577553 -2.447547 -0.699866 -0.009 -0.003 0.030 0.00
H -3.256866 -2.028512 -0.337368 0.023 -0.018 -0.002 0.00
N 3.521073 5.463896 6.425458 -0.006 -0.004 -0.007 0.19
C 2.940766 4.728017 5.732403 0.079 0.088 0.120 0.00
C 2.244451 3.845193 4.904377 -0.080 -0.027 -0.082 0.27
C 0.900888 4.097714 4.473181 -0.035 -0.037 -0.009 0.07
C 0.281095 3.234595 3.622941 -0.003 0.073 0.026 0.04
N 0.862219 2.100434 3.134880 -0.141 0.200 -0.201 0.22
C 2.121436 1.821695 3.580838 0.028 -0.115 0.072 0.05
C 2.821763 2.626622 4.426154 0.015 -0.060 -0.019 0.07
H 0.367128 4.971687 4.822723 0.012 0.015 -0.006 0.02
H -0.729484 3.419985 3.282749 0.030 0.016 -0.029 0.01
H 2.542324 0.884834 3.234200 0.009 0.044 -0.018 0.02
H 3.812680 2.327188 4.741485 0.006 0.009 -0.005 0.01
F -3.868615 -5.595116 3.895605 0.011 0.010 -0.006 0.00
C -3.004985 -4.569573 3.754901 0.011 0.078 -0.005 0.00
C -3.466494 -3.270381 3.629233 0.038 -0.111 -0.034 0.00
F -4.792491 -3.041075 3.648119 0.016 -0.010 0.008 0.00
C -2.570154 -2.226057 3.489087 0.006 0.087 -0.053 0.00
F -3.089217 -1.004598 3.377493 0.024 -0.033 0.117 0.00
C -1.183948 -2.410945 3.479273 -0.151 0.098 -0.231 0.00
Se 0.050741 -0.975553 3.421995 0.233 0.266 0.043 0.00
C -0.765384 -3.735957 3.590462 0.034 0.008 -0.006 -0.01
F 0.540616 -4.046695 3.568603 -0.012 0.007 0.025 0.00
C -1.642296 -4.795840 3.732711 -0.059 -0.031 -0.010 0.00
F -1.179798 -6.057954 3.844105 -0.015 0.006 0.003 0.00
C 2.086998 3.972785 0.753540 -0.047 -0.035 0.020 0.10
C 1.430016 2.911175 -0.148126 -0.005 -0.009 -0.046 -0.13
C 2.401380 1.736723 -0.351919 0.016 0.005 0.019 0.07
C 1.127561 3.564209 -1.507959 0.094 0.043 0.010 0.03
N 0.149088 2.546429 0.415218 -0.115 0.183 -0.078 1.01
H 2.930777 4.429184 0.226945 0.019 0.000 0.003 0.00
H 2.451145 3.539468 1.682846 0.007 -0.019 0.021 -0.01
H 1.366616 4.752612 1.004826 -0.019 0.010 -0.015 -0.01
H 3.407161 2.103523 -0.583900 0.002 0.002 -0.067 0.00
H 2.065608 1.094686 -1.168664 -0.040 -0.027 0.048 -0.02
H 2.451269 1.126074 0.551733 0.044 0.069 -0.001 -0.01
H 2.037541 3.975468 -1.958225 0.016 -0.026 -0.026 0.00
H 0.402124 4.367491 -1.374858 0.006 0.025 0.017 0.00
H 0.701644 2.831177 -2.191117 -0.055 -0.014 -0.006 -0.02